{"formula": "C3H7O3", "method": "ωB97M-V/def2-TZVPD", "elements": ["C", "C", "O", "O", "H", "H", "H", "C", "O", "H", "H", "H", "H"], "coordinates": [[0.359, -1.808, -1.250], [1.009, -0.864, -0.236], [1.318, 0.273, -0.694], [1.156, -1.288, 0.923], [0.177, -2.805, -0.850], [0.930, -1.949, -2.172], [-0.627, -1.398, -1.521], [-1.074, 1.685, 1.111], [0.176, 2.117, 0.666], [0.735, 1.400, 0.141], [-1.875, 1.989, 0.419], [-1.205, 0.591, 1.327], [-1.078, 2.057, 2.135]], "forces_ev_per_angstrom": [[-0.6618, -0.4190, -0.3811], [0.2409, -0.4798, 0.2114], [0.0399, 0.0605, -0.1568], [-0.0508, 0.1813, -0.1278], [0.0811, 0.0085, 0.2944], [0.0848, 0.3820, 0.0573], [0.3194, 0.0017, -0.0573], [0.7544, -1.0147, 0.6197], [1.0923, -0.6493, -0.9821], [-1.0677, 0.6703, 0.7197], [-0.1354, 0.2104, 0.5411], [0.4826, 0.3991, -0.7904], [-1.1799, 0.6490, 0.0521]], "energy_ev": -9368.2529, "largest_force_ev_per_a": 1.606, "e_above_lowest_kj_mol": 87.36, "lumo_energy_ev": 4.30, "total_charge": -1}